{
  "formula": "C5H10BN2O2",
  "method": "ωB97M-V/def2-TZVPD",
  "symbols": ["C", "C", "B", "O", "O", "C", "N", "C", "N", "C", "H", "H", "H", "H", "H", "H", "H", "H", "H", "H"],
  "positions_angstrom": [[1.19884, 1.87031, 0.03520], [0.86520, 0.56270, 0.69330], [1.80108, -0.76091, -0.04961], [2.91584, -0.29499, -0.71544], [1.23450, -1.97168, 0.04121], [-0.51384, 0.10478, 0.34456], [-1.12787, 0.82317, -0.61417], [-2.33212, 0.32301, -0.90117], [-2.67510, -0.71388, -0.15790], [-1.58369, -1.03763, 0.70886], [0.92410, 1.87704, -1.00619], [2.26009, 2.03473, -0.03824], [0.58589, 2.57848, 0.42132], [0.90703, 0.49025, 1.84833], [3.02979, 0.59519, -0.42087], [1.61030, -2.67373, -0.50979], [-3.02071, 0.54607, -1.64861], [-3.37418, -1.33734, -0.35105], [-0.88956, -1.87608, 0.51240], [-1.81558, -1.13949, 1.80788]],
  "smiles": "C[C@H](B(O)O)C1=NC=[NH+]C1",
  "e_above_lowest_ev": 0.000,
  "lumo_energy_ev": -4.904,
  "total_charge": 1,
  "homo_ha": -0.5285,
  "largest_force_ev_per_a": 3.90
}